Version i
Computed, not measured: a single C4H8N2OS molecule, with wB97M-V/def2-TZVPD.

Positions of all 16 atoms, in Å:
C  0.04  1.97  0.06
N  1.11  1.08  -0.21
C  0.99  -0.25  -0.21
C  2.21  -1.09  0.03
S  3.70  -0.57  -0.10
N  -0.05  -1.01  -0.11
O  -1.26  -0.38  -0.42
C  -2.24  -1.22  0.05
H  -0.42  1.83  1.05
H  -0.74  1.74  -0.68
H  0.37  2.99  -0.05
H  2.09  1.40  -0.15
H  1.81  -2.06  0.29
H  -2.20  -2.22  -0.46
H  -3.19  -0.78  -0.23
H  -2.22  -1.41  1.13

Computed properties:
2S+1 ... 1
E_HOMO ... -8.5 eV
Net charge ... 0
SMILES ... CN/C(C=S)=N\OC

Version ii
Computed, not measured: a single C4H8N2OS molecule, with wB97M-V/def2-TZVPD.

Positions of all 16 atoms, in Å:
C  -1.05  -0.39  0.87
C  -1.89  -0.63  -0.30
C  0.72  -0.07  -0.24
C  1.26  1.30  0.06
N  -1.22  -0.38  2.09
N  0.11  -0.26  -1.50
O  -1.08  -1.01  -1.41
S  1.72  -1.46  0.35
H  -2.57  -1.46  -0.14
H  -2.47  0.28  -0.55
H  2.22  1.46  -0.44
H  1.42  1.40  1.14
H  0.56  2.07  -0.26
H  -0.43  -0.23  2.70
H  -0.09  0.63  -1.96
H  2.80  -1.23  -0.40

Computed properties:
2S+1 ... 1
E_HOMO ... -8.3 eV
Net charge ... 0

Most stable: version i